Entry 1:
A structure of composition C3H6ClNO2S at a distorted geometry, computed with wB97M-V/def2-TZVPD.

```
14
Properties=species:S:1:pos:R:3:forces:R:3
C -1.894 3.077 -0.032 -0.8 2.0 -0.7
C -2.163 1.936 0.113 0.8 -1.6 0.6
C 1.343 -1.899 -0.253 -1.3 -3.7 1.7
N 0.602 -0.702 0.105 0.2 0.9 -0.6
O 2.602 -0.021 1.443 -0.6 1.1 -0.2
O 0.790 1.636 1.012 2.9 -2.2 2.8
S 1.570 0.365 0.520 1.1 0.1 1.0
Cl 2.714 1.309 -0.987 -0.5 -0.4 0.0
H -2.107 4.055 -0.327 0.4 1.1 -0.1
H 0.206 2.011 0.425 -2.6 1.4 -2.7
H -1.971 0.957 0.397 -0.4 -1.5 0.2
H 0.588 -2.792 -0.344 1.4 1.9 -0.2
H 1.997 -1.839 -1.063 0.3 0.5 -2.3
H 2.113 -2.267 0.466 -1.0 0.5 0.5
```
Forces are in eV/Å.

Values from the calculation:
E_tot: -1181.352110 hartree
highest occupied orbital energy: -0.3733 hartree
relative energy (zero: lowest compared OMol25 entry of this formula, charge and spin): 4.5193 eV

Entry 2:
A cluster of 2 separate species, C3H6ClNO3 in total at a distorted geometry, computed with wB97M-V/def2-TZVPD.

```
14
Properties=species:S:1:pos:R:3:forces:R:3
C -0.374 1.177 -0.037 3.2 -0.4 -0.8
C -2.681 1.253 0.546 -0.1 0.1 -0.2
C 1.786 -1.987 -0.569 0.2 0.0 -0.6
N 1.759 -0.059 0.861 -1.0 0.4 0.6
O -0.128 1.909 -0.934 -1.1 0.2 0.2
O -1.302 0.769 0.704 -1.8 -0.2 0.9
O 1.674 -1.387 0.705 0.2 -0.1 0.3
Cl 2.843 0.733 -0.194 0.4 0.0 -0.5
H -3.133 1.200 1.533 0.1 0.0 0.0
H -3.198 0.586 -0.143 0.1 0.1 0.0
H -2.685 2.273 0.167 0.1 -0.1 0.0
H 1.812 -3.057 -0.374 0.0 0.1 0.0
H 2.706 -1.676 -1.071 -0.1 -0.1 0.1
H 0.921 -1.734 -1.193 0.1 0.0 0.1
```
Forces are in eV/Å.

Values from the calculation:
E_tot: -858.367141 hartree
highest occupied orbital energy (spin up / spin down): -0.3150 / -0.2821 hartree
relative energy (zero: lowest compared OMol25 entry of this formula, charge and spin): 5.4657 eV

Entry 3:
The molecule C3H6ClNS at a distorted geometry, computed with wB97M-V/def2-TZVPD.

```
12
Properties=species:S:1:pos:R:3:forces:R:3
C 1.485 -0.068 0.147 0.8 -1.4 0.3
C 0.005 0.026 0.296 0.8 -0.5 0.1
C -0.761 -1.269 0.454 -1.9 0.1 -0.6
Cl -0.586 -2.425 -1.015 0.0 1.0 1.1
N -0.597 1.127 0.413 -0.2 1.3 0.0
S 0.439 2.565 0.409 -1.7 -0.1 -0.3
H 1.755 -0.217 -0.905 0.0 0.3 0.1
H 1.867 -0.980 0.661 -0.3 0.6 -0.3
H 1.999 0.791 0.586 0.0 -0.2 -0.3
H -0.383 -1.823 1.321 -0.2 0.1 -0.3
H -1.890 -1.048 0.559 2.0 -0.4 -0.2
H -0.614 3.442 0.220 0.7 -0.7 0.3
```
Forces are in eV/Å.

Values from the calculation:
SMILES: C/C(CCl)=N\S
E_tot: -1031.009594 hartree
highest occupied orbital energy: -0.3391 hartree
relative energy (zero: lowest compared OMol25 entry of this formula, charge and spin): 1.1649 eV

Entry 4:
A structure of composition C3H6ClP at a distorted geometry, computed with wB97M-V/def2-TZVPD.

```
11
Properties=species:S:1:pos:R:3:forces:R:3
C 0.568 -1.099 -0.593 1.4 -2.5 1.4
C -0.088 -0.074 -0.946 -0.7 3.3 -5.1
C -1.153 0.474 -0.141 -1.4 0.6 2.9
P -0.646 1.065 1.631 1.9 -1.7 -0.8
Cl -1.952 1.935 -0.701 -0.3 0.7 -1.0
H 1.213 -1.676 -1.210 0.6 -0.1 -0.3
H 0.380 -1.375 0.419 0.2 -1.1 0.5
H 0.079 0.359 -2.023 -0.6 -0.7 2.1
H -1.986 -0.242 0.026 0.7 0.3 -0.2
H 0.411 1.892 1.138 -0.4 0.1 0.0
H 0.416 -0.017 1.694 -1.3 1.1 0.6
```
Forces are in eV/Å.

Values from the calculation:
E_tot: -919.374557 hartree
highest occupied orbital energy: -0.3496 hartree
relative energy (zero: lowest compared OMol25 entry of this formula, charge and spin): 1.2979 eV

Entry 5:
The molecule C3H6ClPS2 at a distorted geometry, computed with wB97M-V/def2-TZVPD.

```
13
Properties=species:S:1:pos:R:3:forces:R:3
C -0.432 0.691 -0.359 0.5 -0.1 0.9
C 0.526 -0.210 0.548 -1.7 -0.6 -3.4
C 1.878 -0.537 -0.010 4.1 0.8 -1.8
P -3.605 0.561 0.473 -0.4 -0.2 0.1
S -1.736 1.409 0.737 0.7 0.0 -0.5
S -0.332 -1.725 0.957 0.0 -0.2 0.3
Cl -3.425 -0.647 -1.157 0.1 0.0 -0.2
H 0.015 1.567 -0.807 0.7 0.4 0.4
H -0.817 0.220 -1.250 -0.5 -0.8 0.2
H 0.727 0.317 1.401 0.2 1.3 2.4
H 2.123 -1.199 -0.905 -1.4 0.3 1.2
H 2.630 -0.835 0.763 -1.1 -0.2 -0.2
H 2.448 0.387 -0.391 -1.3 -0.6 0.5
```
Forces are in eV/Å.

Values from the calculation:
E_tot: -1715.758715 hartree
highest occupied orbital energy (spin up / spin down): -0.3477 / -0.2737 hartree
relative energy (zero: lowest compared OMol25 entry of this formula, charge and spin): 2.7202 eV

Entry 6:
A structure of composition C3H6CoO3 at a distorted geometry, computed with wB97M-V/def2-TZVPD.

```
13
Properties=species:S:1:pos:R:3:forces:R:3
O 2.273 -0.223 -0.647 0.7 1.0 1.7
C 2.161 0.199 0.553 0.3 -1.9 -1.3
H 2.886 0.940 0.932 -0.7 0.3 -0.3
H 1.725 -0.480 1.310 -0.2 0.6 -0.3
O -0.932 -0.822 -1.682 0.4 0.3 -0.2
C -1.387 -0.769 -0.361 -0.3 -0.1 0.8
C -1.107 0.600 0.284 -0.6 0.2 0.3
O 0.203 1.061 0.018 0.8 -0.1 -0.1
Co 0.650 0.124 -1.606 -0.7 -0.3 -0.1
H -0.896 -1.551 0.260 -0.1 0.1 -0.2
H -2.477 -0.959 -0.295 0.3 0.0 -0.1
H -1.284 0.540 1.375 0.0 0.1 -0.3
H -1.814 1.339 -0.142 0.1 -0.2 0.2
```
Forces are in eV/Å.

Values from the calculation:
<S²>: 3.762
multiplicity: 4
E_tot: -1726.288911 hartree
highest occupied orbital energy (spin up / spin down): -0.3307 / -0.3279 hartree
relative energy (zero: lowest compared OMol25 entry of this formula, charge and spin): 0.0000 eV

Entry 7:
A structure of composition C3H6F2OP2 at a distorted geometry, computed with wB97M-V/def2-TZVPD.

```
14
Properties=species:S:1:pos:R:3:forces:R:3
C -0.789 -0.599 -0.154 0.6 0.3 -0.4
C 0.466 -0.362 0.335 2.1 -1.1 0.6
C -1.605 0.590 -0.501 -1.7 -0.3 -0.9
O 1.098 0.653 0.785 -1.0 -0.7 0.2
F 1.161 -1.606 0.499 -0.4 1.4 0.0
F -1.221 1.193 -1.689 0.9 0.3 -0.6
P 3.038 1.848 1.187 -0.4 -0.9 -0.2
P -1.349 -2.241 -0.641 0.2 0.9 -1.4
H -1.419 1.258 0.294 -0.2 1.3 0.8
H -2.714 0.491 -0.722 1.2 -0.6 1.1
H 4.230 1.198 0.698 -0.5 0.0 0.0
H 2.826 2.475 -0.038 -0.1 0.2 -0.4
H -2.657 -1.791 -0.450 -0.6 -0.8 0.4
H -1.065 -3.107 0.397 -0.2 0.0 0.9
```
Forces are in eV/Å.

Values from the calculation:
E_tot: -1075.418596 hartree
highest occupied orbital energy (spin up / spin down): -0.2726 / -0.3052 hartree
relative energy (zero: lowest compared OMol25 entry of this formula, charge and spin): 2.0285 eV

Entry 8:
The molecule C3H6F3NOSi at a distorted geometry, computed with wB97M-V/def2-TZVPD.

```
15
Properties=species:S:1:pos:R:3:forces:R:3
N -0.221 2.196 0.390 -1.7 3.2 -1.0
C -0.238 1.142 -0.477 -0.3 0.0 1.4
O -0.797 1.224 -1.552 0.8 -0.8 0.4
C 0.485 -0.077 0.235 0.4 1.7 0.0
Si -0.160 -1.761 -0.260 -0.5 0.2 2.2
C 1.964 -0.038 -0.158 0.1 2.6 0.4
F 2.617 -1.024 0.407 0.8 -0.6 0.7
F 2.252 -0.041 -1.443 -0.8 -1.1 -1.6
F 2.556 1.167 0.182 -0.3 -0.5 1.2
H -0.015 2.209 1.386 0.1 -0.4 -0.7
H -0.733 3.080 0.016 1.3 -2.3 1.0
H 0.410 0.208 1.364 0.4 -1.2 -2.0
H -0.370 -1.831 -1.610 -0.8 0.1 -2.4
H -1.227 -2.009 0.698 -0.7 -0.1 -0.1
H 0.757 -2.800 0.020 1.1 -0.8 0.4
```
Forces are in eV/Å.

Values from the calculation:
SMILES: NC(=O)[C@@H]([SiH3])C(F)(F)F
E_tot: -836.989749 hartree
highest occupied orbital energy: -0.3854 hartree
relative energy (zero: lowest compared OMol25 entry of this formula, charge and spin): 0.7153 eV

Entry 9:
A structure of composition C3H6FINO6PS, computed with wB97M-V/def2-TZVPD.

```
20
Properties=species:S:1:pos:R:3:forces:R:3
O -0.001 1.729 4.620 0.0 0.0 0.0
P -0.581 2.422 3.469 -0.2 0.1 -0.1
N 0.370 2.489 2.028 0.3 -0.2 0.0
I 2.281 3.162 2.408 -0.1 0.0 0.0
S 0.198 1.308 0.901 -0.1 0.1 0.1
O -1.103 1.397 0.349 0.0 0.0 0.0
O 1.361 1.205 0.105 0.0 0.0 -0.1
F 0.171 0.031 1.808 0.1 -0.1 0.0
H -1.756 1.888 2.924 0.0 0.0 0.0
H -0.817 3.792 3.628 0.0 0.0 0.0
C -0.528 -1.176 -1.859 0.0 0.0 0.1
C 0.849 -1.808 -1.747 0.0 0.1 0.0
O 0.647 -3.081 -2.369 0.0 0.0 0.0
C -0.415 -2.991 -3.207 0.0 0.0 0.0
O -0.735 -3.825 -3.987 0.0 0.0 0.0
O -1.058 -1.812 -3.025 0.0 0.0 0.0
H -0.507 -0.100 -2.005 0.0 0.0 -0.1
H -1.167 -1.418 -1.007 0.0 0.0 0.0
H 1.603 -1.257 -2.310 0.0 0.0 0.0
H 1.190 -1.955 -0.726 0.0 0.0 0.0
```
Forces are in eV/Å.

Values from the calculation:
E_tot: -1761.209606 hartree
highest occupied orbital energy: -0.3965 hartree

Entry 10:
The molecule C3H6FN at a distorted geometry, computed with wB97M-V/def2-TZVPD.

```
11
Properties=species:S:1:pos:R:3:forces:R:3
C 1.094 1.177 0.030 1.0 -2.8 -0.5
C 0.847 -0.152 -0.017 2.0 1.7 0.2
F 1.920 -1.049 -0.140 -1.2 1.1 0.1
C -0.413 -0.877 0.189 -1.5 2.5 -1.8
N -1.727 -0.199 -0.120 2.0 0.9 0.5
H 2.107 1.568 -0.072 -0.4 -0.1 0.0
H 0.279 1.826 0.134 -0.9 0.9 0.1
H -0.454 -1.224 1.132 -0.2 -0.5 3.9
H -0.302 -1.781 -0.260 -0.1 -2.6 -2.3
H -1.783 -0.056 -1.128 0.0 -0.1 0.1
H -1.569 0.766 0.253 -0.7 -1.0 -0.3
```
Forces are in eV/Å.

Values from the calculation:
SMILES: C=C(F)CN
E_tot: -272.477659 hartree
highest occupied orbital energy: -0.3600 hartree
relative energy (zero: lowest compared OMol25 entry of this formula, charge and spin): 0.3669 eV